{"formula": "C26H22NO2PV", "method": "ωB97M-V with the def2-TZVPD basis set", "elements": ["H", "C", "H", "C", "C", "V", "H", "C", "C", "H", "C", "C", "C", "H", "C", "C", "C", "H", "O", "C", "C", "H", "C", "N", "P", "H", "H", "C", "C", "C", "H", "H", "C", "H", "C", "C", "H", "H", "C", "H", "H", "H", "H", "H", "C", "H", "C", "O", "H", "C", "C", "H", "C"], "xyz": [[3.25038, 1.79808, -3.07305], [2.74017, -3.80240, 0.24674], [-0.00749, 3.66379, -1.42854], [1.73930, 1.61351, -1.56860], [0.29536, 0.80651, 2.97851], [-0.32806, -1.09581, 0.77246], [-3.05098, 1.00717, 0.09102], [-1.49291, -3.01955, 0.02988], [-3.37803, -1.62306, 0.85435], [-4.47155, -4.58709, -0.34477], [2.31727, -2.64370, -0.35806], [-0.02959, -3.33164, 0.01625], [-4.25366, -2.62688, 0.51110], [2.14764, -5.64625, 1.19013], [4.08081, 1.90380, -1.09137], [2.51091, 1.74981, 0.72648], [1.46332, 1.61020, -0.18922], [-1.73484, 4.93546, -2.61709], [-0.04529, -0.46904, 2.30515], [-2.75911, 1.86517, -0.50297], [-3.77227, -3.80594, -0.07296], [-3.73618, -0.72292, 1.33821], [3.04221, 1.76322, -2.01194], [0.43126, -1.25015, -1.12841], [-0.21285, 1.38298, 0.38226], [-1.36533, 1.98716, 2.38998], [3.79760, -4.00663, 0.34930], [-2.01585, 4.07099, -2.03130], [-3.34973, 3.69689, -1.93423], [0.44320, -4.49945, 0.62773], [0.18392, 2.84775, 2.33358], [-0.26121, -5.20472, 1.04893], [-3.72356, 2.59528, -1.16727], [0.93651, 1.55927, -2.29738], [-0.30315, 1.89113, 2.13833], [-1.41338, 2.23737, -0.60003], [-4.10644, 4.26615, -2.45753], [-5.31246, -2.51244, 0.70235], [-2.41667, -4.01334, -0.28395], [4.61622, 2.02709, 0.98483], [3.02361, -1.92798, -0.76310], [-4.76566, 2.31666, -1.09441], [-2.06496, -4.94990, -0.69912], [-0.25799, -1.41194, -1.86376], [1.80083, -4.73461, 0.72039], [1.16199, -0.61080, -1.45201], [3.81354, 1.89768, 0.27144], [0.92426, 0.79311, 3.95292], [5.09571, 2.03649, -1.44182], [-1.03882, 3.34590, -1.36942], [-2.01966, -1.79242, 0.56940], [2.33728, 1.77883, 1.79479], [0.93537, -2.42739, -0.50588]], "forces_ev_per_angstrom": [[0.0, 0.0, 0.0], [0.0, 0.0, 0.0], [0.0, 0.0, 0.0], [0.0, 0.0, -0.1], [-0.1, 0.0, 0.1], [-0.3, -0.5, -0.1], [0.0, 0.0, 0.0], [0.1, 0.1, 0.0], [-0.1, 0.0, 0.0], [0.0, 0.0, 0.0], [0.0, -0.1, 0.0], [0.1, 0.1, 0.0], [0.0, 0.0, 0.0], [0.0, 0.0, 0.0], [-0.1, 0.0, 0.0], [0.0, 0.0, 0.1], [0.0, 0.0, 0.0], [0.0, 0.0, 0.0], [0.1, 0.0, 0.0], [0.0, -0.1, 0.0], [0.1, 0.0, 0.0], [0.0, 0.0, 0.0], [0.0, 0.0, 0.1], [0.1, 0.1, -0.1], [0.0, -0.1, 0.0], [0.0, 0.0, 0.0], [0.0, 0.0, 0.0], [0.0, 0.0, 0.0], [0.0, 0.0, 0.0], [0.0, 0.0, 0.0], [0.0, 0.0, 0.0], [0.0, 0.0, 0.0], [0.0, 0.1, -0.1], [0.0, 0.0, 0.0], [0.0, 0.1, -0.1], [-0.1, -0.1, -0.1], [0.0, 0.0, 0.0], [0.0, 0.0, 0.0], [-0.1, 0.0, 0.0], [0.0, 0.0, 0.0], [0.0, 0.0, 0.0], [0.0, 0.0, 0.0], [0.0, 0.0, 0.0], [0.0, 0.0, 0.0], [0.0, 0.0, 0.0], [0.0, 0.0, 0.0], [0.0, 0.0, -0.1], [0.0, 0.0, 0.0], [0.0, 0.0, 0.0], [0.0, 0.0, 0.1], [0.0, 0.3, 0.2], [0.0, 0.0, 0.0], [0.1, 0.0, -0.1]], "lumo_ha": -0.4411, "relative_energy_kcal_mol": 1.1, "orbital_gap_ev": 6.06, "total_charge": 3, "homo_energy_ev": -18.063}